The following is a quantum chemistry calculation of a gas-phase ion, C3H9ClFN2 (charge +1) at a distorted geometry, from OMol25.

Values from the calculation:
SMILES ... N[C@@H](Cl)[C@@H](F)C[NH3+]
Lowest unoccupied orbital energy ... -3.4643 eV
Energy above the lowest of the compared OMol25 structures with the same formula, charge and spin ... 0.0 kJ/mol

Geometry as ORCA input:
```
! wB97M-V def2-TZVPD RIJCOSX def2/J DEFGRID3
* xyz 1 1
N -2.1432 -1.4670 -0.2996
C -1.7150 -0.2377 -0.7637
Cl -2.2110 1.0645 0.6680
C -0.1383 0.0499 -1.0054
F -0.0179 1.2253 -1.6694
C 0.8880 0.1013 0.1754
N 0.8128 1.3339 1.0018
H -1.6170 -1.9430 0.5142
H -3.2222 -1.7132 -0.3742
H -2.3579 -0.0166 -1.6558
H 0.3794 -0.5893 -1.7557
H 0.7638 -0.7541 0.8339
H 1.9012 0.0870 -0.3406
H 1.2906 1.1787 1.9045
H -0.2509 1.5804 1.1854
H 1.2074 2.1238 0.4246
*
```

Results of the Mulliken charge analysis, in e, for atoms 1 through 2: atom 1 (N): -0.44, atom 2 (C): 0.14

---

The following is a quantum chemistry calculation of a molecular structure, C3H9ClKOP2 at a distorted geometry, from OMol25.

Values from the calculation:
Lowest unoccupied orbital energy ... -4.1833 eV

Geometry as ORCA input:
```
! wB97M-V def2-TZVPD RIJCOSX def2/J DEFGRID3
* xyz 1 1
C -1.0280 1.6389 0.2541
C -0.7715 0.4715 -0.7374
C -1.0263 -0.8664 -0.1216
Cl -0.7802 -2.1090 -1.3960
P 0.0312 -1.1334 1.3842
P 2.1046 -0.7114 0.8027
O 3.0276 -1.7796 1.1634
H -1.6229 2.4051 -0.2197
H -0.0851 2.0881 0.5326
H -1.4799 1.2990 1.1720
H -1.4232 0.6509 -1.5943
H 0.2614 0.5690 -1.0649
H -2.0546 -0.8947 0.2104
H 0.0315 -2.5150 1.5984
H 2.3858 0.4851 1.4825
H 2.1510 -0.4492 -0.5954
K 0.2787 0.8511 -2.8710
*
```

Results of the Mulliken charge analysis, in e, for atoms 1 through 2: atom 1 (C): -1.16, atom 2 (C): -0.96

---

The following is a quantum chemistry calculation of 2 unconnected molecules or ions with the total composition C3H9FNO2P at a distorted geometry, from OMol25.

Values from the calculation:
Lowest unoccupied orbital energy (alpha / beta) ... 0.4315 / -1.8042 eV
Energy above the lowest of the compared OMol25 structures with the same formula, charge and spin ... 553.4 kJ/mol

Geometry as ORCA input:
```
! wB97M-V def2-TZVPD RIJCOSX def2/J DEFGRID3
* xyz 0 1
C 2.2659 0.0554 0.3293
C -2.5862 -0.8720 -0.6155
C 1.4429 -0.9548 -0.3941
N 2.1413 1.2994 -0.4226
O -0.8441 1.3906 -0.5096
O -1.1458 -0.1061 1.4994
F 2.1079 -2.0545 -0.6363
P -1.8015 0.5234 0.1478
H 3.2070 -0.4461 0.4423
H 2.0054 0.3202 1.3038
H -3.4445 -1.1531 -0.0734
H -2.6650 -0.8730 -1.6276
H 0.4260 -1.1288 -0.6244
H 1.9726 1.2246 -1.4005
H -1.7534 -0.4995 2.0959
H 1.5532 2.0319 -0.0284
H -2.8816 1.2423 0.5139
*
```

Results of the Mulliken charge analysis, in e, for atoms 1 through 2: atom 1 (C): -0.21, atom 2 (C): -0.76

---

The following is a quantum chemistry calculation of 2 unconnected molecules or ions with the total composition C3H9IN at a distorted geometry, from OMol25.

Values from the calculation:
Lowest unoccupied orbital energy (alpha / beta) ... -6.2656 / -6.2650 eV
Energy above the lowest of the compared OMol25 structures with the same formula, charge and spin ... 478.8 kJ/mol

Geometry as ORCA input:
```
! wB97M-V def2-TZVPD RIJCOSX def2/J DEFGRID3
* xyz 1 1
C 0.7782 0.7566 1.5231
C -0.9606 -0.0727 -1.4224
C -1.1186 -2.1536 -0.1464
N -0.2562 -1.2832 -0.7876
I -0.4118 -4.1317 -0.1508
H -0.2825 0.6938 1.4204
H 1.2769 1.3962 0.7642
H 1.2546 -0.2005 1.4212
H -1.3277 0.5045 -0.5907
H -0.3044 0.7282 -1.8920
H -1.6843 -0.3400 -2.1672
H 0.8454 1.3942 2.3797
H 0.3938 -1.4431 -1.4854
H 0.2756 -0.8566 -0.0433
*
```

Results of the Mulliken charge analysis, in e, for atoms 1 through 2: atom 1 (C): -1.17, atom 2 (C): -0.77

---

The following is a quantum chemistry calculation of 2 unconnected molecules or ions with the total composition C3H9IN3 at a distorted geometry, from OMol25.

Values from the calculation:
Lowest unoccupied orbital energy (alpha / beta) ... -5.0810 / -5.3454 eV
Energy above the lowest of the compared OMol25 structures with the same formula, charge and spin ... 474.4 kJ/mol

Geometry as ORCA input:
```
! wB97M-V def2-TZVPD RIJCOSX def2/J DEFGRID3
* xyz 1 1
C 0.5573 -0.9779 -0.0201
C -1.4820 0.2094 -0.7819
C 0.0766 1.2373 0.9105
N 0.7397 -2.1958 -0.3693
N -0.1758 0.0539 -0.0523
N 2.8856 -0.5168 1.7400
I 3.2082 -2.3890 1.9053
H -1.5248 0.6849 -1.7175
H -2.0900 -0.6632 -0.9184
H -2.0047 0.9521 -0.0726
H 0.5434 2.0743 0.4071
H -0.9353 1.4826 1.3692
H 0.8756 0.7909 1.5634
H 0.1754 -2.8430 -0.9854
H 1.6040 -2.5534 -0.0489
H 3.6587 -0.1582 1.3080
*
```

Results of the Mulliken charge analysis, in e, for atoms 1 through 2: atom 1 (C): 0.59, atom 2 (C): -0.78

---

The following is a quantum chemistry calculation of 2 unconnected molecules or ions with the total composition C3H9N at a distorted geometry, from OMol25.

Values from the calculation:
SMILES ... C=NC.C
Lowest unoccupied orbital energy ... 0.8887 eV
Energy above the lowest of the compared OMol25 structures with the same formula, charge and spin ... 180.2 kJ/mol

Geometry as ORCA input:
```
! wB97M-V def2-TZVPD RIJCOSX def2/J DEFGRID3
* xyz 0 1
C 3.2265 -0.8478 -0.4038
N 3.1347 -1.2460 0.7703
C 1.7853 -1.2352 1.4021
H 4.1178 -0.8063 -1.0170
H 2.3588 -0.5010 -0.9800
H 1.0384 -0.5982 1.0077
H 1.8137 -0.8408 2.4452
H 1.6469 -2.4223 1.2894
C -3.8563 1.7068 -0.8450
H -3.4945 0.9834 -0.1435
H -4.6388 2.4352 -0.6524
H -4.1603 1.1033 -1.6978
H -2.9723 2.2687 -1.1750
*
```

Results of the Mulliken charge analysis, in e, for atoms 1 through 2: atom 1 (C): -0.19, atom 2 (N): -0.41

---

The following is a quantum chemistry calculation of a gas-phase ion, C3H9N2 (charge +1) at a distorted geometry, from OMol25.

Values from the calculation:
SMILES ... CC/[NH+]=C/N
Lowest unoccupied orbital energy ... -3.8337 eV
Energy above the lowest of the compared OMol25 structures with the same formula, charge and spin ... 19.4 kJ/mol

Geometry as ORCA input:
```
! wB97M-V def2-TZVPD RIJCOSX def2/J DEFGRID3
* xyz 1 1
C 0.7649 2.0064 -0.3895
C 0.7168 0.4926 -0.6658
N -0.3202 -0.1792 0.1251
C -0.3887 -1.4683 0.3475
N -1.4289 -2.0925 0.8486
H -0.1888 2.4939 -0.5483
H 1.2529 2.1735 0.5645
H 1.4886 2.3562 -1.1263
H 0.4740 0.3745 -1.7173
H 1.6961 0.0914 -0.4656
H -1.0722 0.4146 0.4457
H 0.5758 -1.9793 0.3248
H -2.3135 -1.6589 1.0645
H -1.2568 -3.0250 1.1922
*
```

Results of the Mulliken charge analysis, in e, for atoms 1 through 2: atom 1 (C): -1.22, atom 2 (C): -0.36

---

The following is a quantum chemistry calculation of a gas-phase ion, C3H9N2 (charge +1) at a distorted geometry, from OMol25.

Values from the calculation:
SMILES ... CC/[NH+]=C/N
Lowest unoccupied orbital energy ... -4.0092 eV
Energy above the lowest of the compared OMol25 structures with the same formula, charge and spin ... 50.3 kJ/mol

Geometry as ORCA input:
```
! wB97M-V def2-TZVPD RIJCOSX def2/J DEFGRID3
* xyz 1 1
C -1.2437 -1.7704 -0.4187
C -1.0414 -0.2447 -0.1331
N 0.3560 0.1603 -0.0655
C 0.8217 1.2755 0.4427
N 2.0567 1.7095 0.2854
H -0.7405 -2.1117 -1.3144
H -1.0875 -2.2766 0.5320
H -2.3281 -1.7702 -0.5436
H -1.4952 0.2484 -0.9958
H -1.6035 -0.0363 0.7757
H 0.9966 -0.4661 -0.5288
H 0.2177 1.6074 1.2823
H 2.7661 1.3085 -0.3071
H 2.3250 2.3663 0.9890
*
```

Results of the Mulliken charge analysis, in e, for atoms 1 through 2: atom 1 (C): -1.17, atom 2 (C): -0.41

---

no.,molar mass (g mol⁻¹)
1,127.57
2,197.60
3,141.08
4,186.02
5,214.03
6,59.11
7,73.12
8,73.12